# 1
{
  "formula": "C4H14N2",
  "method": "the ωB97M-V functional and the def2-TZVPD basis",
  "species": ["C", "C", "N", "H", "H", "H", "H", "H", "H", "H", "C", "C", "N", "H", "H", "H", "H", "H", "H", "H"],
  "xyz": [[-1.431431, 0.148779, 1.295012], [-2.099479, -0.745068, 2.296016], [-0.377467, 0.846491, 1.487584], [0.589452, 0.650253, -0.162806], [0.160126, 0.542895, 2.300870], [-2.078787, 0.492811, 0.490589], [-0.864032, -1.502040, -0.259380], [-2.929473, -0.217077, 2.767653], [-2.500699, -1.623312, 1.790324], [-1.399346, -1.076101, 3.062459], [2.282461, -0.215008, -0.938900], [0.582228, 0.988735, -2.188496], [0.883674, 0.166953, -1.028765], [-0.238004, -1.066133, -0.681329], [2.431250, -0.806413, -0.036874], [2.956522, 0.651576, -0.904336], [2.547649, -0.823671, -1.805351], [1.175318, 1.912421, -2.217861], [-0.473048, 1.255255, -2.168597], [0.783088, 0.418656, -3.097814]],
  "forces_ev_per_a": [[-0.237, 1.846, 1.458], [0.411, -0.579, -0.376], [-0.203, -0.671, -0.374], [0.258, -0.196, -0.652], [-0.264, -0.058, 0.136], [0.171, -0.346, -0.388], [1.242, 0.495, -1.107], [0.022, 0.076, -0.067], [-0.093, -0.059, 0.065], [-0.007, 0.035, 0.049], [-0.214, 0.151, -0.041], [0.121, -0.102, 0.213], [0.423, 0.712, 0.146], [-1.737, -1.277, 1.114], [0.071, -0.069, 0.013], [0.071, -0.034, -0.017], [0.065, -0.026, 0.024], [-0.012, 0.025, -0.078], [-0.056, 0.031, -0.077], [-0.029, 0.047, -0.041]],
  "total_charge": 0,
  "relative_energy_ev": 2.259,
  "e_lumo_ha": 0.0424,
  "multiplicity": 1
}

---

# 2
{
  "formula": "C24H33ClLuN2O3S3",
  "method": "the ωB97M-V functional and the def2-TZVPD basis",
  "species": ["Lu", "C", "C", "C", "C", "C", "C", "C", "C", "C", "C", "H", "H", "H", "H", "H", "H", "H", "H", "H", "H", "H", "H", "H", "H", "C", "O", "C", "C", "O", "C", "C", "O", "C", "H", "H", "H", "H", "H", "H", "H", "H", "H", "H", "H", "H", "H", "H", "Cl", "S", "C", "S", "C", "N", "N", "C", "C", "C", "C", "C", "C", "S", "H", "H", "H", "H", "H"],
  "xyz": [[-0.069610, 0.294959, -0.292323], [1.476403, -3.447805, 1.642629], [0.019832, -3.707596, 1.274724], [-0.938477, -3.223084, 2.366279], [-0.363075, -3.198606, -0.106696], [-1.548920, -3.654784, -0.686304], [-1.855531, -3.393990, -2.012718], [-0.991202, -2.672284, -2.835875], [-1.280785, -2.458068, -4.298470], [0.181041, -2.197513, -2.267041], [0.474220, -2.413341, -0.912865], [1.714003, -3.947768, 2.581808], [1.674234, -2.384016, 1.785203], [2.161108, -3.832640, 0.884486], [-0.112722, -4.792521, 1.206219], [-0.895830, -2.138597, 2.471915], [-0.661396, -3.658938, 3.327096], [-1.968479, -3.519687, 2.155349], [-2.210043, -4.285131, -0.101149], [-2.772887, -3.795560, -2.431691], [-0.800953, -1.549039, -4.663636], [-2.353320, -2.388274, -4.485504], [-0.903923, -3.289171, -4.897488], [0.910208, -1.711180, -2.895697], [1.468641, -2.159392, -0.547835], [-3.212721, -0.474469, 1.520013], [-2.293100, 0.496804, 1.027128], [-2.649609, 1.828658, 1.378477], [-1.457147, 2.729093, 1.171989], [-0.815488, 2.483291, -0.096228], [-1.429184, 3.068671, -1.256992], [-2.437536, 2.130925, -1.908896], [-2.113536, 0.778738, -1.601173], [-3.131774, -0.122413, -2.030453], [-3.122690, -0.565748, 2.604009], [-2.971078, -1.429989, 1.057784], [-4.233775, -0.188478, 1.256666], [-2.930636, 1.878982, 2.435088], [-3.516327, 2.135589, 0.782733], [-0.693100, 2.518764, 1.913992], [-1.740794, 3.778981, 1.245741], [-0.613415, 3.288179, -1.936514], [-1.918127, 3.999329, -0.968133], [-2.415074, 2.281206, -2.991709], [-3.455689, 2.322544, -1.558174], [-3.193855, -0.130504, -3.120218], [-4.093163, 0.181492, -1.610223], [-2.875570, -1.115531, -1.676917], [0.523810, 0.077494, 2.020537], [6.056555, 0.756488, -0.547948], [4.467398, 0.889073, -0.870964], [3.757203, 0.519936, -2.431171], [2.196989, 0.959523, -1.850721], [2.171202, 1.288833, -0.591372], [3.453764, 1.287877, -0.039110], [3.688994, 2.169222, 1.082094], [3.395581, 1.770985, 2.370004], [3.614184, 2.656352, 3.418690], [4.139266, 3.916595, 3.171297], [4.452461, 4.294907, 1.869744], [4.226955, 3.419522, 0.820240], [0.739531, 0.945516, -2.772068], [3.017973, 0.777378, 2.554458], [3.389188, 2.348223, 4.431648], [4.320666, 4.598978, 3.991500], [4.874502, 5.271661, 1.671285], [4.474636, 3.701350, -0.196550]],
  "forces_ev_per_a": [[-0.582, 0.671, -0.802], [0.028, 0.034, 0.044], [0.018, -0.026, -0.050], [-0.024, 0.041, 0.014], [-0.068, 0.067, 0.100], [-0.039, 0.020, -0.027], [-0.050, -0.033, 0.007], [-0.056, -0.011, -0.087], [-0.010, 0.003, 0.060], [0.035, -0.115, 0.097], [0.135, -0.169, 0.090], [-0.022, 0.002, -0.012], [-0.004, -0.027, -0.011], [-0.021, -0.015, 0.013], [0.046, -0.024, -0.019], [0.004, -0.034, -0.001], [-0.004, -0.017, -0.030], [0.019, 0.016, 0.001], [0.000, 0.021, -0.030], [0.020, 0.011, 0.008], [-0.014, -0.012, 0.021], [0.019, -0.001, 0.011], [0.010, -0.011, 0.031], [0.008, 0.062, 0.004], [0.006, 0.080, 0.025], [0.025, 0.002, 0.018], [0.232, 0.017, -0.038], [-0.178, -0.110, 0.058], [0.119, 0.014, -0.023], [-0.083, -0.178, 0.100], [0.095, 0.071, 0.079], [-0.136, -0.050, -0.028], [0.277, -0.088, -0.154], [-0.043, 0.083, 0.007], [-0.010, 0.002, 0.007], [0.024, 0.031, 0.003], [-0.020, -0.026, -0.002], [-0.031, -0.014, -0.001], [-0.006, 0.027, -0.013], [0.043, -0.007, 0.045], [-0.033, 0.020, -0.061], [0.065, -0.011, -0.002], [0.026, 0.030, -0.011], [-0.043, 0.002, -0.022], [-0.005, 0.012, 0.024], [-0.011, -0.002, -0.009], [-0.032, -0.010, -0.004], [0.036, -0.017, 0.038], [0.323, -0.194, 0.549], [0.011, 0.082, 0.070], [-0.083, -0.038, 0.193], [0.100, -0.059, -0.266], [-0.076, 0.003, -0.227], [-0.002, 0.015, 0.183], [-0.175, -0.036, 0.040], [0.029, -0.101, -0.094], [0.082, -0.069, 0.125], [0.024, 0.000, -0.030], [0.004, -0.049, -0.080], [-0.021, 0.000, 0.037], [-0.049, 0.144, -0.027], [0.080, 0.013, 0.044], [-0.005, 0.004, -0.001], [0.007, 0.012, -0.019], [-0.009, -0.007, -0.014], [-0.003, -0.026, 0.014], [-0.006, -0.026, 0.035]],
  "total_charge": 1,
  "relative_energy_ev": 0.702,
  "e_lumo_ha": -0.0864,
  "multiplicity": 1
}

---

# 3
{
  "formula": "C33H57LuNP2Si",
  "method": "the ωB97M-V functional and the def2-TZVPD basis",
  "species": ["Lu", "C", "C", "C", "C", "C", "C", "H", "H", "H", "C", "H", "H", "H", "C", "H", "H", "H", "C", "H", "H", "H", "C", "H", "H", "H", "C", "C", "C", "C", "C", "C", "C", "C", "H", "H", "H", "H", "H", "H", "H", "H", "H", "H", "H", "H", "P", "P", "C", "C", "H", "H", "H", "H", "C", "H", "H", "H", "C", "H", "H", "H", "C", "H", "H", "H", "C", "H", "H", "H", "C", "Si", "C", "C", "N", "C", "C", "C", "C", "C", "C", "H", "H", "H", "H", "H", "H", "H", "H", "H", "H", "H", "H", "H", "H"],
  "xyz": [[0.227187, 0.227965, 1.942751], [1.457011, 0.401788, 3.983704], [2.415064, 0.855198, 3.011729], [0.699934, 2.394814, 3.058334], [0.420631, 1.396977, 4.059778], [1.965915, 2.098944, 2.476158], [1.638614, -0.733796, 4.929405], [2.393532, -1.438307, 4.556240], [0.696951, -1.286222, 5.060477], [1.965678, -0.376125, 5.921536], [-0.582062, 1.554399, 5.140759], [-0.612712, 0.680058, 5.806816], [-1.594317, 1.698335, 4.736848], [-0.351851, 2.428316, 5.776224], [-0.058360, 3.657582, 2.870390], [0.054916, 4.319321, 3.745128], [-1.132658, 3.475131, 2.729564], [0.300526, 4.212775, 1.995930], [2.802206, 3.102038, 1.764026], [3.303077, 3.781139, 2.476814], [2.206328, 3.726742, 1.086308], [3.598097, 2.633247, 1.177871], [3.821993, 0.398220, 2.936030], [4.446714, 0.978694, 3.638058], [4.242651, 0.536523, 1.933297], [3.922612, -0.656573, 3.204442], [0.167319, -1.730414, 0.309582], [1.266533, -1.876226, 1.133998], [2.696463, -1.969814, 0.635821], [3.084765, -0.984127, -0.497802], [2.563384, 0.401210, -0.306341], [1.295143, 0.828258, -0.568622], [0.325310, 0.104419, -1.467860], [0.179092, -1.402804, -1.164863], [2.883498, -2.994685, 0.279841], [2.785285, -1.386660, -1.473403], [3.367699, -1.828826, 1.496392], [0.943510, -2.001556, -1.687593], [-0.809211, -2.053574, 0.684254], [1.105739, -2.376918, 2.104607], [-0.781424, -1.745951, -1.593650], [-0.656098, 0.585994, -1.359876], [1.029517, 1.871212, -0.351742], [0.592279, 0.250945, -2.530273], [4.187191, -0.929902, -0.538042], [3.320465, 1.126839, -0.021410], [-0.230087, -0.087790, -5.594025], [0.068109, 2.552558, -7.033036], [-0.259418, -0.200036, -7.463397], [-0.622739, 1.156700, -8.069757], [-0.991867, -0.964306, -7.755038], [0.733781, -0.533452, -7.798182], [-0.241006, 1.254539, -9.094618], [-1.713487, 1.297789, -8.091037], [-0.728269, 3.940329, -7.945220], [-0.289576, 4.880712, -7.587004], [-1.803336, 3.938819, -7.721276], [-0.572769, 3.845187, -9.029072], [1.731527, 2.639708, -7.825007], [1.634970, 2.630927, -8.917562], [2.352325, 1.798126, -7.497296], [2.209522, 3.573792, -7.505631], [-1.708031, -1.125591, -5.242835], [-1.752727, -1.331674, -4.166092], [-1.657276, -2.067614, -5.803184], [-2.608982, -0.571118, -5.534835], [1.117532, -1.295230, -5.256222], [2.072997, -0.848513, -5.561075], [0.951143, -2.225120, -5.815040], [1.152908, -1.505905, -4.178667], [-3.159439, -0.096443, 0.597576], [-3.153046, -0.487318, 2.430557], [-3.714019, 0.954592, 3.476768], [-4.376215, -1.870488, 2.732724], [-1.492621, -0.957716, 2.843965], [-1.419641, -2.080926, 3.682964], [-1.778184, -1.973124, 5.048780], [-1.749407, -3.097608, 5.873814], [-1.366819, -4.349110, 5.365667], [-1.042300, -4.466900, 4.009200], [-1.082702, -3.355490, 3.171726], [-4.228437, 0.054954, 0.364596], [-2.794010, -0.947450, -0.000164], [-2.606701, 0.814933, 0.315937], [-4.787594, 1.098537, 3.255058], [-3.614842, 0.750528, 4.555223], [-3.180834, 1.887477, 3.236408], [-4.067677, -2.810483, 2.258491], [-4.506240, -2.069324, 3.804062], [-5.359116, -1.593329, 2.321852], [-2.082724, -0.996349, 5.424220], [-2.045300, -3.000902, 6.922729], [-1.372641, -5.235248, 6.004203], [-0.774559, -5.434401, 3.580602], [-0.884295, -3.445836, 2.106469]],
  "forces_ev_per_a": [[-1.775, 0.038, 0.425], [0.099, 1.577, 0.215], [-0.483, 0.652, 0.543], [0.599, -0.614, 0.758], [1.315, 0.121, -0.288], [-0.400, -0.440, 0.875], [-0.121, -0.502, 0.224], [-0.170, 0.114, 0.178], [0.329, 0.072, 0.094], [-0.082, -0.129, -0.368], [-0.841, -0.184, 0.378], [0.048, 0.227, -0.288], [0.295, 0.000, 0.256], [0.035, -0.251, -0.332], [-0.397, 0.519, -0.090], [-0.093, -0.201, -0.248], [0.147, 0.143, 0.107], [-0.122, -0.085, 0.186], [0.240, 0.204, -0.603], [-0.275, -0.283, -0.148], [0.204, -0.087, 0.107], [-0.090, 0.168, 0.101], [0.613, -0.308, -0.172], [-0.212, -0.214, -0.240], [0.049, -0.069, 0.193], [0.099, 0.142, 0.001], [1.293, -1.585, 0.163], [-0.802, -1.782, -1.982], [0.184, 0.615, 0.307], [0.656, -0.333, -0.462], [-1.034, 0.631, -0.236], [1.182, -0.028, -0.399], [-0.506, -0.160, 0.224], [-0.307, -0.391, -0.438], [-0.204, 0.191, 0.110], [0.012, 0.121, 0.261], [-0.180, -0.004, -0.352], [-0.206, 0.322, 0.313], [0.357, 0.551, 0.270], [-0.212, 0.575, -0.070], [0.382, 0.183, 0.237], [0.063, -0.161, -0.070], [0.367, -0.090, -0.154], [0.022, 0.001, 0.378], [-0.440, -0.093, 0.067], [-0.435, -0.038, 0.515], [-0.034, -0.417, 0.153], [-0.132, 0.476, -0.718], [0.005, 0.005, 0.240], [0.017, 0.345, 0.224], [0.288, 0.033, -0.012], [-0.237, 0.124, 0.060], [-0.226, -0.021, 0.121], [0.223, -0.090, -0.023], [0.066, 0.018, -0.058], [-0.195, -0.140, -0.168], [0.255, 0.100, -0.099], [-0.104, 0.144, 0.204], [0.010, 0.093, 0.117], [0.142, 0.001, 0.164], [-0.029, 0.158, -0.102], [0.036, -0.225, -0.109], [0.066, -0.156, 0.029], [-0.123, -0.016, -0.196], [-0.153, 0.081, 0.184], [0.164, -0.171, 0.105], [-0.087, -0.211, -0.084], [-0.184, -0.155, 0.105], [0.192, 0.044, 0.196], [0.065, -0.053, -0.230], [-0.265, 0.151, -0.044], [0.880, -0.685, 0.770], [-0.459, 0.264, -0.287], [-0.070, -0.125, -0.103], [0.224, 1.120, -1.280], [-0.219, -0.439, 0.635], [0.290, -0.549, -0.411], [0.017, -0.144, -0.084], [-0.129, 0.173, -0.179], [-0.042, -0.002, 0.178], [-0.046, 0.595, 0.554], [0.451, 0.145, -0.281], [-0.164, 0.276, 0.187], [-0.180, -0.109, -0.071], [0.348, 0.187, 0.199], [-0.029, 0.016, -0.419], [-0.208, -0.157, 0.120], [-0.049, 0.138, 0.073], [0.055, 0.053, -0.206], [0.221, -0.058, 0.102], [0.070, -0.267, -0.018], [0.137, -0.069, -0.359], [0.063, 0.351, -0.178], [-0.100, 0.207, 0.223], [-0.029, -0.171, 0.234]],
  "total_charge": 1,
  "relative_energy_ev": 0.000,
  "e_lumo_ha": -0.1387,
  "multiplicity": 1
}